Formula: C17H12CrI2N7OSe2Te2
Source: the Open Molecules 2025 dataset
Level of theory: ωB97M-V with the def2-TZVPD basis set

XYZ file:
```
44
Properties=species:S:1:pos:R:3:forces:R:3
Cr 1.3087 0.0039 -0.3461 -0.10 -0.07 -2.06
I 0.2804 -0.3936 -5.4755 -0.05 -0.21 0.34
C -0.4378 -1.4531 -3.8129 0.32 0.43 -0.10
C -1.3094 -2.5339 -3.9968 -0.15 -0.14 0.15
C -1.8771 -3.1715 -2.9245 -0.24 -0.30 -0.29
I -3.1288 -4.8221 -3.2845 0.10 0.19 0.03
C -1.6342 -2.7298 -1.6065 0.15 0.22 0.13
C -2.2680 -3.1984 -0.4375 0.11 0.10 0.14
C -1.9816 -2.6078 0.7651 -0.20 -0.18 0.00
C -1.0185 -1.5977 0.8323 0.31 0.12 -0.10
N -0.3646 -1.1676 -0.2282 -0.92 -0.75 0.45
C -0.6998 -1.6828 -1.4420 -0.08 -0.05 -0.25
C -0.0645 -1.0379 -2.5456 0.11 0.04 -0.13
O 0.7768 -0.0703 -2.2799 -0.05 -0.08 0.25
H -1.5424 -2.8565 -5.0019 0.02 -0.01 0.00
H -2.9872 -4.0040 -0.4979 -0.01 0.01 -0.03
H -2.4819 -2.9179 1.6719 0.02 -0.03 -0.01
H -0.7605 -1.1468 1.7838 0.02 -0.04 0.01
N -0.6139 2.2336 -1.9753 0.03 0.21 0.09
C -0.6391 2.4424 -0.6647 0.00 -0.01 -0.50
N -1.3715 3.4488 -0.1911 -0.09 0.19 0.18
C -1.3448 3.6164 1.1256 0.00 -0.12 -0.38
N -2.0646 4.6181 1.6518 0.05 -0.04 0.11
N -0.6515 2.8485 1.9908 0.15 -0.12 0.34
C 0.0389 1.8807 1.4327 -0.44 0.46 -0.50
N 0.0858 1.6097 0.1253 -0.09 0.17 0.58
C 0.8772 1.0223 2.2829 0.35 -0.30 0.27
C 0.9381 1.1970 3.6558 -0.20 0.17 -0.18
C 1.7902 0.4032 4.3992 0.18 -0.22 -0.17
C 2.5691 -0.5285 3.7260 -0.15 0.22 0.33
C 2.4517 -0.6467 2.3562 0.17 -0.21 -0.23
N 1.6095 0.0953 1.6282 0.02 0.31 1.52
H -1.0673 2.9081 -2.5655 -0.05 0.02 0.03
H 0.0197 1.5373 -2.3696 -0.02 -0.10 0.02
H -2.5140 5.2780 1.0438 0.01 -0.02 -0.02
H -1.9555 4.8119 2.6302 -0.06 0.05 0.00
H 0.3162 1.9641 4.0931 0.02 -0.01 0.04
H 1.8581 0.5129 5.4728 -0.01 0.02 0.00
H 3.2689 -1.1602 4.2539 0.01 -0.01 -0.03
H 3.0605 -1.3562 1.8089 -0.06 0.04 -0.11
Se 3.1547 1.5307 -0.6820 0.57 0.39 0.19
Te 3.8974 0.9563 -2.9758 0.01 0.14 -0.19
Te 3.8520 -1.7801 -2.7843 0.10 -0.10 -0.19
Se 2.6244 -2.0556 -0.6421 0.17 -0.39 0.27
```
Forces are in eV/Å.

Computed properties:
* E: -220209.87822 eV
* molecular weight: 1049.3 g/mol
* LUMO (alpha / beta): -1.12 / -1.30 eV
* net charge: 0
* E_HOMO (alpha / beta): -6.04 / -6.00 eV
* relative energy (zero: lowest compared OMol25 entry of this formula, charge and spin): 0.00 kJ/mol
* multiplicity: 4